{"formula": "C17H20F2NO2", "method": "the ωB97M-V functional and the def2-TZVPD basis", "e_lumo_ev": -2.38, "gap_ev": 9.925, "smiles": "OCC[NH+](CCO)C(c1ccc(F)cc1)c1ccc(F)cc1", "e_above_lowest_kcal_mol": 0.0, "total_charge": 1, "symbols": ["F", "C", "C", "C", "C", "C", "C", "C", "C", "C", "F", "C", "C", "C", "C", "H", "H", "H", "H", "H", "H", "H", "H", "H", "O", "C", "C", "N", "C", "C", "O", "H", "H", "H", "H", "H", "H", "H", "H", "H", "H", "H"], "coordinates": [[4.105, -0.981, -2.430], [3.605, -0.859, -1.159], [3.587, 0.399, -0.565], [3.102, 0.504, 0.741], [2.675, -0.638, 1.436], [2.156, -0.566, 2.880], [0.640, -0.718, 3.013], [0.029, -0.150, 4.150], [-1.323, -0.346, 4.413], [-2.042, -1.133, 3.513], [-3.326, -1.487, 3.839], [-1.505, -1.610, 2.326], [-0.159, -1.349, 2.052], [2.705, -1.881, 0.803], [3.165, -2.008, -0.508], [3.949, 1.278, -1.096], [3.056, 1.478, 1.241], [2.401, 0.423, 3.288], [0.638, 0.442, 4.842], [-1.785, 0.072, 5.304], [-2.108, -2.187, 1.626], [0.269, -1.643, 1.093], [2.342, -2.769, 1.337], [3.179, -2.982, -0.988], [1.534, -3.800, 3.190], [1.187, -3.266, 4.475], [2.182, -2.194, 4.884], [2.908, -1.521, 3.724], [4.141, -0.832, 4.300], [5.087, -0.301, 3.254], [5.433, -1.369, 2.380], [0.843, -4.425, 2.913], [0.164, -2.866, 4.457], [1.238, -4.087, 5.205], [1.712, -1.410, 5.494], [2.959, -2.676, 5.489], [3.235, -2.308, 3.152], [3.759, -0.015, 4.928], [4.655, -1.560, 4.937], [4.634, 0.539, 2.710], [5.991, 0.041, 3.774], [6.115, -1.060, 1.757]], "forces_ev_per_a": [[-0.52, 0.17, 1.18], [0.40, -0.28, -0.73], [-0.14, -0.03, 0.30], [-0.19, -0.35, 0.24], [-0.17, 0.02, 0.02], [-0.95, 1.19, -1.40], [-0.24, 0.43, 0.01], [0.07, -0.19, -0.32], [0.21, -0.18, -0.19], [-0.83, -0.40, 0.47], [1.15, 0.52, -0.41], [0.28, 0.14, -0.06], [0.01, -0.02, 0.36], [0.02, -0.04, -0.25], [-0.03, 0.30, 0.28], [-0.12, -0.32, 0.03], [0.06, -0.29, -0.29], [-0.06, -0.17, -0.11], [-0.31, -0.17, -0.21], [-0.03, -0.16, -0.25], [0.03, 0.27, 0.24], [-0.17, -0.08, 0.40], [0.22, 0.33, -0.31], [0.09, 0.28, -0.07], [-0.03, 0.13, 0.23], [-0.75, -0.61, -0.38], [0.44, 0.17, 0.22], [0.94, -1.04, 1.46], [-0.14, -0.27, 0.26], [0.44, -0.11, -0.33], [0.12, 0.32, 0.00], [0.34, 0.27, 0.17], [0.24, -0.08, -0.01], [-0.08, 0.40, 0.03], [0.15, -0.37, -0.23], [0.01, 0.32, -0.28], [0.02, 0.19, -0.26], [0.16, -0.21, -0.11], [-0.16, 0.08, -0.20], [0.24, -0.13, 0.11], [-0.27, 0.20, 0.06], [-0.42, -0.23, 0.33]], "mulliken_charge": [-0.323, 0.259, -0.962, -0.105, -0.294, 0.573, -0.567, -0.346, -0.708, 0.291, -0.323, -0.759, -0.210, -0.127, -0.914, 0.462, 0.467, 0.753, 0.469, 0.442, 0.469, 0.456, 0.309, 0.472, -0.546, -0.615, -0.520, -0.086, -0.598, -0.492, -0.555, 0.350, 0.254, 0.433, 0.357, 0.623, 0.558, 0.387, 0.480, 0.308, 0.532, 0.348]}

{"formula": "C4H14NOS", "method": "the ωB97M-V functional and the def2-TZVPD basis", "e_lumo_ev": -3.72, "gap_ev": 8.682, "e_above_lowest_kcal_mol": 39.2, "total_charge": 1, "symbols": ["C", "O", "C", "N", "H", "H", "H", "H", "H", "H", "H", "H", "C", "C", "S", "H", "H", "H", "H", "H", "H"], "coordinates": [[0.719, -1.664, 1.584], [1.348, -1.422, 2.853], [-0.416, -0.665, 1.448], [-1.129, -0.904, 0.158], [0.319, -2.692, 1.525], [1.442, -1.537, 0.766], [2.143, -2.023, 2.891], [-1.143, -0.782, 2.273], [-0.024, 0.366, 1.444], [-1.570, -1.811, 0.134], [-0.429, -0.812, -0.616], [-1.849, -0.193, -0.031], [-0.370, 0.968, -2.446], [0.173, 1.526, -1.123], [0.788, 3.246, -1.357], [0.388, 0.965, -3.201], [-1.242, 1.613, -2.790], [-0.702, -0.044, -2.304], [-0.580, 1.550, -0.360], [1.000, 0.874, -0.759], [1.134, 3.440, -0.089]], "forces_ev_per_a": [[0.45, -0.26, 0.65], [0.57, -1.05, -1.06], [0.00, 0.33, 1.05], [0.69, 0.86, -0.68], [0.09, 0.21, 0.06], [-0.10, 0.05, 0.00], [-1.18, 0.97, 0.13], [0.38, 0.11, -0.42], [-0.28, -0.47, -0.01], [-0.11, -0.52, -0.10], [-0.77, -0.27, 0.52], [0.19, -0.20, 0.14], [-1.13, 1.75, 0.52], [1.10, -0.04, -0.51], [-0.25, -0.63, -0.30], [0.42, 0.03, -0.48], [1.03, -0.95, 0.28], [-0.37, -0.58, -0.27], [-0.56, 0.16, 0.37], [-0.26, 0.45, -0.18], [0.09, 0.06, 0.30]], "mulliken_charge": [-0.441, -0.493, -0.555, -0.245, 0.317, 0.346, 0.342, 0.391, 0.288, 0.366, 0.220, 0.383, -1.169, -0.486, -0.135, 0.373, 0.338, 0.359, 0.301, 0.364, 0.137]}

{"formula": "CH10BN3O4P", "method": "the ωB97M-V functional and the def2-TZVPD basis", "e_lumo_ev": -4.31, "gap_ev": 7.366, "total_charge": 1, "symbols": ["N", "P", "O", "C", "O", "N", "B", "O", "O", "H", "H", "H", "H", "H", "H", "N", "H", "H", "H", "H"], "coordinates": [[3.717, -0.899, 0.916], [3.501, 0.731, 0.805], [1.909, 1.052, 1.436], [1.074, 1.807, 0.487], [1.216, 3.155, 0.369], [-0.029, 1.201, -0.382], [-0.933, 0.278, 0.413], [-0.991, -1.174, 0.093], [-1.774, 0.930, 1.474], [3.916, -1.288, -0.036], [3.689, 1.209, -0.567], [4.486, 1.360, 1.654], [0.357, 0.758, -1.245], [-0.054, -1.480, -0.089], [-1.213, 1.104, 2.290], [-3.774, -1.749, -1.524], [-3.740, -2.021, -2.513], [-4.182, -0.810, -1.441], [-4.350, -2.420, -1.003], [-2.822, -1.743, -1.137]], "forces_ev_per_a": [[-0.12, 3.10, -1.37], [0.83, -4.53, 0.24], [-0.97, 1.79, -3.60], [0.36, 8.13, -0.95], [-0.44, -9.32, 1.06], [1.61, -1.93, 2.48], [-0.32, 0.51, 1.26], [0.74, 2.56, 0.30], [3.02, -2.06, -1.44], [-0.39, 0.40, 1.03], [-0.57, 0.30, 1.31], [-1.40, 0.22, -0.42], [-0.01, 0.57, 1.05], [-1.52, 0.46, 0.11], [-1.09, -0.25, -1.35], [-0.18, -0.04, -0.14], [-0.04, 0.05, 0.20], [0.07, -0.17, 0.02], [0.11, 0.13, -0.07], [0.31, 0.07, 0.27]], "mulliken_charge": [-0.615, 0.311, -0.265, 0.345, -0.453, -0.221, 0.586, -0.694, -0.535, 0.229, 0.151, 0.158, 0.286, 0.359, 0.332, -0.451, 0.403, 0.400, 0.396, 0.279]}

{"formula": "C3H3N2OS", "method": "the ωB97M-V functional and the def2-TZVPD basis", "e_lumo_ev": [-9.41, -6.41], "gap_ev": [6.626, 9.707], "e_above_lowest_kcal_mol": 155.2, "total_charge": 1, "symbols": ["C", "C", "C", "N", "N", "O", "S", "H", "H", "H"], "coordinates": [[-1.419, 1.126, 2.238], [-0.207, 0.642, 0.675], [0.927, -0.654, -1.667], [-0.917, 1.693, 1.119], [-1.262, -0.100, 2.481], [-0.459, -0.488, 1.439], [0.573, 0.903, -0.818], [0.296, -1.482, -1.297], [1.787, -1.162, -1.424], [0.682, -0.478, -2.745]], "forces_ev_per_a": [[-1.30, 3.15, -0.65], [-1.46, -0.56, 0.33], [-3.34, -0.18, -0.28], [0.80, -0.91, 1.26], [0.53, -1.30, 0.30], [1.67, -0.10, -2.03], [0.14, -0.77, 0.11], [-0.81, 0.76, -0.13], [3.10, -0.04, 0.16], [0.68, -0.05, 0.93]], "mulliken_charge": [0.395, 0.572, -0.821, -0.310, -0.099, -0.102, 0.261, 0.349, 0.397, 0.356]}

{"formula": "C2H2O4S", "method": "the ωB97M-V functional and the def2-TZVPD basis", "e_lumo_ev": -0.53, "gap_ev": 10.364, "e_above_lowest_kcal_mol": 36.1, "symbols": ["C", "C", "O", "O", "O", "O", "S", "H", "H"], "coordinates": [[-0.446, 0.649, 0.723], [0.062, 1.839, 0.594], [-0.151, -0.732, -1.686], [1.384, -1.463, 0.056], [-0.979, -0.363, 0.676], [-0.546, -2.943, -0.564], [0.111, -1.612, -0.591], [1.010, 2.210, 0.996], [-0.445, 2.416, -0.205]], "forces_ev_per_a": [[1.46, 3.77, -0.25], [0.10, 0.24, -0.58], [-0.33, -0.25, 0.17], [-0.98, -0.03, 0.34], [-1.73, -2.82, 1.16], [1.10, 3.61, 0.53], [0.70, -3.79, -2.08], [-0.65, -0.39, 0.11], [0.33, -0.34, 0.61]], "mulliken_charge": [0.794, -0.762, -0.470, -0.477, -0.334, -0.478, 1.204, 0.288, 0.235]}

{"formula": "C2H4BrFO", "method": "the ωB97M-V functional and the def2-TZVPD basis", "e_lumo_ev": 0.67, "gap_ev": 10.399, "e_above_lowest_kcal_mol": 58.0, "symbols": ["C", "C", "O", "F", "Br", "H", "H", "H", "H"], "coordinates": [[-1.028, -0.960, -0.133], [0.824, 0.766, 0.299], [0.469, -0.436, 0.702], [-1.772, 0.123, -0.175], [2.218, 0.970, -1.254], [-0.604, -1.402, -1.085], [-1.548, -1.725, 0.430], [1.449, 1.140, 1.229], [-0.007, 1.523, -0.013]], "forces_ev_per_a": [[3.51, -0.15, 0.49], [0.92, 3.12, 1.83], [-3.93, -2.56, -2.05], [-0.11, 0.29, -0.67], [-0.78, -0.42, 0.54], [-0.60, 1.29, 0.78], [0.58, 0.01, 0.76], [-1.10, -0.08, -2.21], [1.51, -1.50, 0.54]], "mulliken_charge": [0.057, -0.239, -0.390, -0.198, -0.259, 0.245, 0.220, 0.288, 0.276]}